# 1
{"formula": "C6H10LiNaO3", "method": "ωB97M-V/def2-TZVPD", "elements": ["C", "C", "C", "C", "O", "O", "Li", "Na", "H", "H", "H", "H", "C", "C", "O", "H", "H", "H", "H", "H", "H"], "positions_angstrom": [[0.350, -2.877, -1.716], [0.026, -1.590, -2.012], [-0.037, -0.503, -0.975], [-0.791, 0.632, -1.517], [-0.487, 1.833, -1.472], [0.825, -3.772, -2.535], [1.362, -5.400, -2.733], [1.096, 2.627, -0.078], [0.369, -3.143, -0.638], [0.279, -1.204, -3.008], [-0.100, -0.529, 0.301], [-1.669, 0.406, -2.161], [-0.765, 2.323, 2.364], [0.205, 1.146, 2.484], [1.070, 1.014, 1.412], [-1.575, 2.259, 3.107], [-0.236, 3.275, 2.538], [-1.243, 2.334, 1.369], [-0.427, 0.228, 2.542], [0.731, 1.223, 3.463], [1.017, -0.281, -0.734]], "charge": 0, "relative_energy_kcal_mol": 22.18, "homo_ev": -6.8, "homo_lumo_gap_ev": 5.71, "energy_ev": -17146.183}



# 2
{"formula": "C6H10N", "method": "ωB97M-V/def2-TZVPD", "elements": ["C", "C", "C", "C", "C", "C", "N", "H", "H", "H", "H", "H", "H", "H", "H", "H", "H"], "positions_angstrom": [[2.163, 0.885, -0.744], [1.166, 0.269, -0.177], [2.469, -0.181, 0.333], [-1.360, 1.066, -0.316], [-1.109, 0.859, 1.138], [-0.409, 0.048, 0.045], [-0.824, -1.356, -0.253], [2.378, 1.720, -1.401], [2.794, -1.197, 0.118], [2.818, 0.325, 1.169], [-2.229, 0.835, -0.973], [-1.024, 2.043, -0.688], [-0.495, 1.316, 1.768], [-1.971, 0.405, 1.472], [0.068, -1.771, -0.097], [-1.129, -1.364, -1.213], [-1.591, -1.584, 0.492]], "charge": 1, "relative_energy_kcal_mol": 89.21, "homo_ev": -13.4, "smiles": "[NH3+]C1(C2=CC2)CC1", "homo_lumo_gap_ev": 9.77, "energy_ev": -7862.480}



# 3
{"formula": "C6H10N", "method": "ωB97M-V/def2-TZVPD", "elements": ["C", "C", "C", "C", "C", "C", "N", "H", "H", "H", "H", "H", "H", "H", "H", "H", "H"], "positions_angstrom": [[0.618, -1.373, 0.159], [0.827, -0.115, -0.582], [-0.665, -1.172, 0.479], [2.152, 0.388, -0.931], [-1.598, -1.297, 1.595], [-0.943, 1.670, -0.755], [-0.381, 0.359, -0.608], [1.317, -2.116, 0.652], [2.711, 0.208, -0.002], [2.302, 1.418, -1.231], [2.549, -0.217, -1.669], [-1.846, -0.288, 1.886], [-1.074, -1.910, 2.305], [-2.529, -1.707, 1.103], [-1.077, 2.157, 0.229], [-1.980, 1.623, -1.196], [-0.383, 2.371, -1.432]], "charge": 1, "relative_energy_kcal_mol": 57.30, "homo_ev": -14.2, "homo_lumo_gap_ev": 9.49, "energy_ev": -7863.863}



# 4
{"formula": "C6H10N", "method": "ωB97M-V/def2-TZVPD", "elements": ["C", "C", "C", "C", "C", "C", "N", "H", "H", "H", "H", "H", "H", "H", "H", "H", "H"], "positions_angstrom": [[-0.331, -0.552, -0.653], [-0.436, -1.353, -1.703], [2.023, 0.181, -0.878], [-1.305, -0.473, 0.501], [-0.799, 0.573, 1.455], [0.475, 1.159, 0.806], [0.828, 0.301, -0.391], [0.362, -1.622, -2.381], [-1.398, -1.879, -1.879], [2.601, 0.878, -0.370], [2.237, -0.354, -1.818], [-2.366, -0.215, 0.254], [-1.295, -1.514, 0.965], [-1.520, 1.362, 1.534], [-0.707, 0.186, 2.526], [0.448, 2.174, 0.472], [1.181, 1.147, 1.560]], "charge": 1, "relative_energy_kcal_mol": 16.03, "homo_ev": -14.3, "smiles": "C=C1CCC[N+]1=C", "homo_lumo_gap_ev": 8.86, "energy_ev": -7865.653}



# 5
{"formula": "C6H10N", "method": "ωB97M-V/def2-TZVPD", "elements": ["C", "C", "C", "C", "C", "C", "N", "H", "H", "H", "H", "H", "H", "H", "H", "H", "H"], "positions_angstrom": [[-0.987, -1.432, 1.090], [-1.006, -0.137, 1.229], [0.315, -0.176, -0.837], [-1.113, 1.001, 2.158], [1.062, -1.295, -1.570], [0.709, 1.209, -1.207], [-0.358, -0.591, 0.127], [-1.159, -2.395, 1.138], [-2.103, 0.994, 2.632], [-1.121, 1.970, 1.658], [-0.319, 1.039, 2.838], [1.813, -0.961, -2.169], [0.454, -2.023, -2.249], [1.474, -2.052, -0.937], [0.196, 1.632, -2.075], [1.725, 1.325, -1.469], [0.418, 1.890, -0.357]], "charge": 1, "relative_energy_kcal_mol": 65.46, "homo_ev": -14.1, "smiles": "CC1=C[N+]1=C(C)C", "homo_lumo_gap_ev": 10.28, "energy_ev": -7863.510}



# 6
{"formula": "C6H10N", "method": "ωB97M-V/def2-TZVPD", "elements": ["C", "C", "C", "C", "C", "C", "N", "H", "H", "H", "H", "H", "H", "H", "H", "H", "H"], "positions_angstrom": [[0.110, 2.360, -1.181], [1.580, 0.019, 2.159], [1.452, 0.112, 0.847], [-1.859, -1.049, -0.997], [-0.307, -0.897, -0.829], [0.079, 0.226, 0.177], [0.012, 1.438, -0.489], [0.060, 3.433, -1.328], [2.510, 0.081, 2.774], [0.729, 0.117, 2.698], [2.340, -0.234, 0.352], [-2.243, -1.489, -0.040], [-2.326, -0.178, -1.298], [-1.816, -1.795, -1.750], [0.113, -0.570, -1.842], [0.082, -1.823, -0.331], [-0.516, 0.250, 1.079]], "charge": 1, "relative_energy_kcal_mol": 56.54, "homo_ev": -14.4, "smiles": "C#[N+][C@H](C=C)CC", "homo_lumo_gap_ev": 9.11, "energy_ev": -7863.896}



# 7
{"formula": "C6H10N", "method": "ωB97M-V/def2-TZVPD", "elements": ["C", "C", "C", "C", "C", "C", "N", "H", "H", "H", "H", "H", "H", "H", "H", "H", "H"], "positions_angstrom": [[1.141, 0.164, 0.891], [2.038, 0.297, 1.840], [0.514, 1.240, 0.068], [0.261, -0.985, 0.486], [-0.550, -0.023, -0.385], [-2.137, 0.031, -0.663], [0.334, -0.996, -1.051], [2.225, -0.563, 2.447], [2.462, 1.301, 2.139], [0.305, 2.219, 0.524], [0.935, 1.639, -0.816], [-0.009, -1.943, 1.028], [-2.698, -0.808, -0.329], [-2.310, 0.224, -1.674], [-2.501, 0.767, 0.070], [1.324, -0.717, -1.278], [-0.150, -1.824, -1.454]], "charge": 1, "relative_energy_kcal_mol": 52.57, "homo_ev": -14.1, "smiles": "C=C1C[C@@]2(C)[NH2+][C@@H]12", "homo_lumo_gap_ev": 10.79, "energy_ev": -7864.069}



# 8
{"formula": "C6H10N", "method": "ωB97M-V/def2-TZVPD", "elements": ["C", "C", "C", "C", "C", "C", "N", "H", "H", "H", "H", "H", "H", "H", "H", "H", "H"], "positions_angstrom": [[-2.932, 0.161, 0.515], [-1.603, 0.235, 0.712], [-0.215, -0.463, -1.371], [-0.635, -0.061, -0.244], [1.569, 1.229, -0.482], [1.416, -1.122, 0.524], [0.855, -0.053, -0.371], [-3.331, 0.160, -0.580], [-3.604, 0.076, 1.334], [-1.113, 0.330, 1.780], [-0.352, -0.459, -2.410], [2.612, 0.886, -0.877], [1.072, 1.764, -1.190], [1.578, 1.602, 0.505], [1.496, -0.845, 1.559], [0.763, -1.928, 0.339], [2.424, -1.512, 0.257]], "charge": 1, "relative_energy_kcal_mol": 74.27, "homo_ev": -14.1, "smiles": "C=CC1=C[N+]1(C)C", "homo_lumo_gap_ev": 9.60, "energy_ev": -7863.128}



# 9
{"formula": "C6H10N", "method": "ωB97M-V/def2-TZVPD", "elements": ["C", "C", "C", "C", "C", "C", "N", "H", "H", "H", "H", "H", "H", "H", "H", "H", "H"], "positions_angstrom": [[0.570, -0.283, 0.740], [-0.178, 0.101, -0.628], [2.883, -0.632, 1.557], [-1.817, 0.622, -0.948], [-0.504, -0.316, 1.795], [-1.775, 0.874, -2.430], [1.792, -0.603, 1.006], [0.420, 0.855, -0.950], [-0.158, -0.786, -1.378], [3.262, -1.682, 1.671], [3.630, 0.243, 1.788], [-0.695, 0.576, 2.270], [-0.255, -0.875, 2.618], [-1.508, -0.671, 1.360], [-2.161, 1.796, -2.583], [-2.541, 0.277, -2.736], [-0.965, 0.504, -3.151]], "charge": 1, "relative_energy_kcal_mol": 145.19, "homo_ev": -12.9, "homo_lumo_gap_ev": 8.30, "energy_ev": -7860.052}



# 10
{"formula": "C6H10N", "method": "ωB97M-V/def2-TZVPD", "elements": ["C", "C", "C", "C", "C", "C", "N", "H", "H", "H", "H", "H", "H", "H", "H", "H", "H"], "positions_angstrom": [[-1.083, 1.315, -0.409], [-1.663, 0.264, 0.197], [-1.420, -1.116, 0.041], [0.304, 0.777, -0.352], [1.279, 0.617, -1.479], [0.415, -0.772, 1.660], [-0.161, -0.489, 0.343], [-1.549, 2.269, -0.812], [-1.700, -1.646, 0.893], [-1.750, -1.454, -0.955], [0.811, 1.354, 0.339], [0.964, -0.402, -1.987], [2.389, 0.458, -1.172], [1.265, 1.419, -2.207], [0.388, 0.140, 2.186], [-0.038, -1.628, 2.190], [1.549, -1.103, 1.523]], "charge": 1, "spin_multiplicity": 3, "relative_energy_kcal_mol": 111.09, "homo_ev": [-12.1, -15.1], "homo_lumo_gap_ev": [8.73, 7.71], "energy_ev": -7859.515}



Asked for F_max across the records above, the calculation gives 3.30; 5.41; 3.29; 3.00; 4.92; 4.13; 3.76; 4.74; 5.05; 4.97 eV/A in order.